(1)
ORCA calculation (ωB97M-V/def2-TZVPD) on a 9-piece molecular cluster, C29H70BBrN9O8 overall at a distorted geometry.

The value obtained for the electronic energy is -4840.610069 hartree. For the maximum force, the calculation gives 2.9 eV Å⁻¹. The molar mass comes out at 763.65 g/mol. For the orbital gap, the calculation gives 0.1783 Eh.

```
! RIJCOSX wB97M-V def2-TZVPD def2/J DEFGRID3
* xyz -1 1
C -1.54 -3.30 0.59
C -1.60 -4.91 0.91
C -3.01 -5.64 0.49
Br -3.22 -7.19 1.80
B -4.36 -4.72 0.66
C -5.71 -5.68 0.86
C -4.69 -3.81 -0.71
N -5.54 -2.62 -0.28
H -1.62 -3.04 -0.57
H -2.26 -2.64 1.26
H -0.44 -2.94 0.90
H -0.75 -5.41 0.24
H -1.26 -5.12 2.03
H -2.96 -6.16 -0.58
H -4.21 -4.00 1.59
H -5.65 -6.68 0.22
H -5.91 -5.87 2.00
H -6.67 -5.11 0.46
H -5.26 -4.56 -1.43
H -3.69 -3.43 -1.22
H -6.48 -2.93 0.07
H -5.05 -2.04 0.44
C -3.65 -5.29 4.39
C -4.35 -4.23 5.19
O -4.37 -3.06 4.84
N -4.99 -4.61 6.34
C -5.08 -5.93 6.92
H -3.20 -4.83 3.50
H -2.86 -5.75 4.98
H -4.37 -6.05 4.05
H -5.43 -3.84 6.82
H -6.14 -6.19 7.00
H -4.65 -5.89 7.92
H -4.57 -6.69 6.32
C 2.90 -2.93 2.45
C 2.26 -1.80 1.71
O 1.06 -1.77 1.47
N 3.05 -0.76 1.30
C 4.47 -0.60 1.48
H 2.14 -3.67 2.71
H 3.66 -3.41 1.82
H 3.36 -2.57 3.38
H 2.54 -0.04 0.81
H 4.64 0.33 2.04
H 4.93 -0.51 0.50
H 4.92 -1.43 2.02
C -0.03 0.38 -0.15
C 0.66 0.65 -1.46
O 1.74 0.13 -1.74
N 0.06 1.49 -2.34
C -1.19 2.19 -2.20
H 0.58 -0.31 0.45
H -0.15 1.31 0.41
H -1.00 -0.09 -0.33
H 0.59 1.62 -3.20
H -1.85 1.88 -3.02
H -1.00 3.26 -2.29
H -1.68 1.98 -1.25
C 6.58 -3.63 -2.43
C 5.31 -3.29 -1.70
O 4.94 -3.91 -0.70
N 4.55 -2.25 -2.17
C 4.81 -1.41 -3.31
H 7.06 -4.48 -1.93
H 6.35 -3.92 -3.46
H 7.26 -2.78 -2.41
H 3.72 -2.09 -1.63
H 4.87 -0.38 -2.97
H 3.96 -1.51 -4.00
H 5.73 -1.67 -3.83
C -4.03 3.15 -5.15
C -2.76 3.94 -5.05
O -1.69 3.43 -4.72
N -2.81 5.28 -5.32
C -3.95 6.07 -5.72
H -3.83 2.10 -4.90
H -4.77 3.53 -4.45
H -4.42 3.19 -6.17
H -1.92 5.74 -5.23
H -3.73 6.52 -6.69
H -4.09 6.86 -4.98
H -4.87 5.48 -5.79
C 4.77 -2.79 8.09
C 5.46 -2.52 6.78
O 6.54 -3.03 6.50
N 4.86 -1.67 5.90
C 3.61 -0.97 6.04
H 5.38 -3.48 8.69
H 4.65 -1.86 8.65
H 3.80 -3.25 7.91
H 5.39 -1.55 5.04
H 2.95 -1.28 5.22
H 3.80 0.10 5.95
H 3.12 -1.18 6.99
C 6.99 3.99 3.25
C 5.99 3.00 2.73
O 5.44 2.17 3.47
N 5.68 3.02 1.41
C 6.20 3.89 0.38
H 7.12 3.85 4.33
H 7.95 3.84 2.76
H 6.62 5.01 3.08
H 5.00 2.32 1.14
H 5.36 4.43 -0.06
H 6.67 3.27 -0.39
H 6.92 4.61 0.77
C -3.81 10.46 -6.36
C -4.81 9.46 -6.88
O -5.36 8.64 -6.14
N -5.12 9.48 -8.21
C -4.60 10.36 -9.23
H -3.68 10.31 -5.29
H -2.85 10.31 -6.85
H -4.18 11.47 -6.53
H -5.80 8.78 -8.47
H -5.44 10.89 -9.68
H -4.13 9.74 -10.00
H -3.88 11.07 -8.84
*
```



(2)
ORCA calculation (ωB97M-V/def2-TZVPD) on a 11-piece molecular cluster, C29H71N3O22S7 overall at a distorted geometry.

The value obtained for the electronic energy is -5754.190252 hartree. The SMILES is CCOS(C)(=O)=O.CCOS(C)(=O)=O.CCOS(C)(=O)=O.CCOS(C)(=O)=O.CCOS(C)(=O)=O.CCOS(C)(=O)=O.CCOS(C)(=O)=O.CC#N.CC#N.CC#N.CCO. For the maximum force, the calculation gives 2.5 eV Å⁻¹. The molar mass comes out at 1038.36 g/mol. For the orbital gap, the calculation gives 0.3767 Eh.

```
! RIJCOSX wB97M-V def2-TZVPD def2/J DEFGRID3
* xyz 0 1
C -3.78 5.18 4.27
C -4.42 3.86 3.93
O -3.57 3.13 3.03
S -4.14 1.79 2.35
C -5.19 2.50 1.05
O -3.07 1.13 1.63
O -4.98 1.09 3.27
H -3.59 5.85 3.43
H -2.82 4.91 4.71
H -4.32 5.77 5.01
H -4.58 3.33 4.88
H -5.41 3.86 3.46
H -4.64 3.18 0.39
H -6.22 2.79 1.26
H -5.31 1.73 0.27
C -3.20 0.32 -6.03
C -2.53 1.39 -5.16
O -1.58 0.81 -4.29
S -1.78 0.95 -2.64
C -0.02 1.40 -2.33
O -2.72 2.04 -2.47
O -2.11 -0.35 -2.08
H -3.29 -0.60 -5.47
H -2.53 0.01 -6.84
H -4.11 0.73 -6.46
H -1.99 2.08 -5.83
H -3.21 2.12 -4.72
H 0.62 0.53 -2.39
H 0.09 1.80 -1.32
H 0.16 2.08 -3.15
C -0.37 -2.47 -4.32
C 0.83 -1.71 -4.89
O 0.71 -1.75 -6.31
S 1.81 -0.92 -7.16
C 1.02 0.71 -7.04
O 3.03 -0.91 -6.36
O 1.85 -1.38 -8.51
H -1.36 -2.49 -4.77
H -0.66 -2.20 -3.30
H -0.17 -3.54 -4.35
H 0.89 -0.72 -4.44
H 1.69 -2.32 -4.62
H 0.02 0.61 -7.46
H 1.52 1.47 -7.64
H 1.08 0.93 -5.98
C -1.75 -3.90 4.62
C -1.63 -2.43 4.30
O -2.02 -1.75 5.52
S -1.14 -0.52 6.03
C -1.47 0.71 4.73
O -1.66 -0.09 7.29
O 0.27 -0.84 5.88
H -1.58 -4.55 3.76
H -2.74 -4.11 5.02
H -0.96 -4.16 5.32
H -0.59 -2.20 4.05
H -2.27 -2.10 3.49
H -0.64 0.52 4.05
H -1.57 1.75 5.02
H -2.39 0.43 4.20
C 5.37 -0.95 4.86
C 4.90 -2.39 4.71
O 3.52 -2.51 4.35
S 3.01 -2.05 2.87
C 2.37 -0.41 3.42
O 4.11 -1.78 1.97
O 1.98 -2.96 2.47
H 4.95 -0.49 5.76
H 5.25 -0.35 3.97
H 6.45 -0.98 5.03
H 5.51 -2.86 3.93
H 4.98 -3.03 5.59
H 2.76 0.38 2.80
H 2.79 -0.30 4.41
H 1.29 -0.52 3.39
C 7.31 4.21 -2.39
C 6.82 2.80 -2.24
O 5.84 2.68 -1.21
S 6.11 1.52 -0.07
C 4.38 1.34 0.42
O 6.66 0.35 -0.70
O 6.80 2.21 0.99
H 6.52 4.88 -2.71
H 8.21 4.37 -2.98
H 7.56 4.59 -1.39
H 6.35 2.43 -3.16
H 7.69 2.17 -2.04
H 3.73 1.01 -0.39
H 4.00 2.29 0.79
H 4.29 0.61 1.23
C -8.06 -1.08 -0.53
C -7.59 -1.62 0.81
O -6.83 -2.80 0.49
S -5.22 -2.73 0.89
C -4.58 -1.78 -0.55
O -5.16 -1.93 2.07
O -4.61 -4.03 0.80
H -8.97 -0.47 -0.41
H -8.36 -1.85 -1.24
H -7.29 -0.45 -0.97
H -7.05 -0.84 1.35
H -8.43 -1.77 1.49
H -4.84 -0.72 -0.48
H -4.98 -2.19 -1.47
H -3.50 -1.86 -0.56
C 4.49 -0.06 -2.82
C 3.43 0.76 -3.39
N 2.66 1.46 -3.88
H 4.52 -1.09 -3.16
H 4.11 -0.16 -1.79
H 5.40 0.53 -2.78
C 0.08 2.65 1.86
C 0.97 3.20 0.85
N 1.69 3.64 0.07
H -0.52 3.42 2.33
H 0.65 2.37 2.75
H -0.51 1.79 1.55
C 3.97 -4.38 -0.62
C 3.73 -2.96 -0.94
N 3.59 -1.84 -1.17
H 4.08 -4.98 -1.52
H 3.09 -4.71 -0.08
H 4.90 -4.36 -0.06
C -1.00 -1.21 0.55
C 0.05 -1.50 -0.48
O 0.93 -0.35 -0.50
H -0.61 -0.98 1.55
H -1.78 -1.97 0.64
H -1.65 -0.38 0.25
H -0.32 -1.83 -1.45
H 0.75 -2.25 -0.08
H 1.77 -0.47 -0.95
*
```



(3)
ORCA calculation (ωB97M-V/def2-TZVPD) on a 10-piece molecular cluster, C29H73Cl8N3O9 overall at a distorted geometry.

The value obtained for the electronic energy is -5671.045138 hartree. For the maximum force, the calculation gives 4.5 eV Å⁻¹. The molar mass comes out at 891.54 g/mol. For the orbital gap (alpha / beta), the calculation gives 0.2714 / 0.0707 Eh.

```
! RIJCOSX wB97M-V def2-TZVPD def2/J DEFGRID3
* xyz 1 2
Cl -2.36 0.36 -0.20
C -3.68 0.26 -1.30
C -4.50 1.61 -1.13
Cl -5.81 1.63 -2.41
H -4.35 -0.58 -1.08
H -3.27 0.24 -2.31
H -3.88 2.49 -1.32
H -5.04 1.64 -0.18
Cl 4.66 5.69 2.73
C 5.53 4.43 3.62
C 4.77 3.08 3.70
Cl 5.80 1.93 4.50
H 5.73 4.87 4.60
H 6.34 4.25 2.91
H 4.45 2.69 2.74
H 3.87 3.07 4.31
Cl 2.62 1.10 1.27
C 0.89 1.26 0.81
C 0.82 1.85 -0.65
Cl 1.46 3.63 -0.60
H 0.26 1.77 1.53
H 0.51 0.24 0.85
H -0.21 1.96 -0.98
H 1.37 1.26 -1.39
Cl 6.71 -0.67 -0.19
C 6.54 0.31 1.43
C 7.55 1.46 1.48
Cl 7.22 2.73 0.28
H 6.55 -0.26 2.36
H 5.53 0.69 1.35
H 8.54 1.02 1.40
H 7.54 1.89 2.48
C -1.65 6.67 0.92
O -0.83 5.61 1.30
H -1.04 7.33 0.29
H -2.35 6.08 0.33
H -2.04 7.37 1.65
H -0.01 5.68 0.81
C -1.78 3.99 -3.60
O -0.60 3.35 -4.16
H -2.64 3.82 -4.23
H -1.96 3.56 -2.61
H -1.59 5.05 -3.40
H -0.69 3.27 -5.12
C -1.51 -1.56 2.56
O -0.21 -1.99 2.15
H -1.57 -0.48 2.63
H -2.29 -1.86 1.86
H -1.81 -2.07 3.48
H -0.15 -2.95 2.19
C 8.45 -6.34 0.97
O 7.18 -5.84 0.87
C 5.98 -6.58 1.04
C 4.81 -5.70 1.53
N 4.38 -4.70 0.55
C 3.09 -4.05 0.95
C 2.50 -3.16 -0.16
O 3.36 -2.12 -0.50
C 2.90 -1.18 -1.41
H 9.19 -5.59 0.68
H 8.59 -7.21 0.33
H 8.91 -6.64 1.91
H 6.15 -7.39 1.74
H 5.68 -6.90 0.04
H 5.03 -5.20 2.48
H 4.06 -6.46 1.73
H 5.05 -3.95 0.48
H 3.28 -3.47 1.86
H 2.34 -4.80 1.19
H 1.52 -2.76 0.08
H 2.26 -3.73 -1.06
H 2.71 -1.61 -2.39
H 3.72 -0.47 -1.36
H 1.97 -0.67 -1.17
C 0.53 -1.54 -3.73
O -0.77 -1.54 -4.30
C -0.92 -2.73 -5.10
C -2.33 -2.85 -5.75
N -3.42 -3.25 -4.82
C -4.56 -4.01 -5.47
C -5.54 -3.13 -6.22
O -6.38 -2.50 -5.23
C -7.57 -2.06 -5.74
H 0.33 -0.83 -2.92
H 1.41 -1.29 -4.32
H 0.75 -2.46 -3.18
H -0.80 -3.62 -4.47
H -0.26 -2.75 -5.96
H -2.22 -3.55 -6.58
H -2.67 -1.93 -6.22
H -3.82 -2.32 -4.71
H -5.09 -4.43 -4.62
H -4.11 -4.85 -6.01
H -6.15 -3.77 -6.84
H -4.91 -2.43 -6.78
H -7.21 -1.24 -6.35
H -8.21 -1.62 -4.97
H -8.12 -2.76 -6.37
C 1.17 2.73 4.65
O -0.26 2.41 4.74
C -1.13 3.25 4.08
C -2.37 2.36 4.06
N -3.41 2.82 3.11
C -4.51 1.90 2.71
C -5.39 1.71 3.94
O -6.77 1.64 3.57
C -7.44 2.82 3.08
H 1.44 2.81 3.60
H 1.76 1.92 5.09
H 1.43 3.65 5.18
H -0.80 3.28 3.04
H -1.43 4.24 4.44
H -2.83 2.49 5.04
H -2.18 1.29 3.95
H -3.00 3.29 2.31
H -4.13 0.97 2.29
H -5.06 2.47 1.96
H -5.31 2.62 4.54
H -5.22 0.85 4.59
H -8.41 2.56 2.65
H -7.12 3.44 2.24
H -7.54 3.63 3.79
*
```



(4)
ORCA calculation (ωB97M-V/def2-TZVPD) on a 6-piece molecular cluster, C29H73IN4O7P overall.

The value obtained for the electronic energy is -2533.152407 hartree. For the maximum force, the calculation gives 0.2 eV Å⁻¹. The molar mass comes out at 747.80 g/mol. For the orbital gap, the calculation gives 0.2903 Eh.

```
! RIJCOSX wB97M-V def2-TZVPD def2/J DEFGRID3
* xyz 1 1
C 3.67 0.90 0.03
C 4.07 0.41 -1.36
I 5.00 2.04 -2.41
C 2.91 -0.12 -2.19
C 2.56 -1.60 -1.95
P 3.88 -2.71 -2.74
O 3.31 -3.83 -3.50
C 2.49 -2.08 -0.49
N 1.19 -1.72 0.21
C 0.11 -1.23 -0.74
C -1.21 -1.21 0.00
C -2.34 -0.31 -0.61
N -1.73 0.92 -1.09
N -3.09 -0.99 -1.66
N -3.27 0.09 0.41
C 0.21 -2.16 -1.93
O 1.38 -1.90 -2.68
H 3.42 1.96 0.03
H 2.78 0.37 0.40
H 4.47 0.75 0.76
H 4.89 -0.31 -1.31
H 2.04 0.52 -2.06
H 3.15 -0.07 -3.26
H 4.66 -3.07 -1.62
H 4.70 -1.78 -3.41
H 2.56 -3.17 -0.44
H 3.32 -1.67 0.08
H 0.82 -2.57 0.64
H 1.34 -1.06 0.97
H 0.41 -0.22 -1.01
H -1.60 -2.24 0.08
H -1.04 -0.86 1.02
H -2.48 1.56 -1.35
H -1.15 0.77 -1.91
H -3.25 -1.97 -1.51
H -2.71 -0.84 -2.59
H -3.81 -0.68 0.78
H -2.82 0.59 1.18
H 0.19 -3.20 -1.59
H -0.64 -2.03 -2.60
C -3.34 2.27 5.21
C -2.34 1.80 4.17
O -2.74 2.01 2.82
C -3.01 3.37 2.46
C -1.82 4.29 2.63
H -4.31 1.79 5.05
H -2.98 2.01 6.20
H -3.48 3.35 5.18
H -2.20 0.72 4.25
H -1.36 2.26 4.35
H -3.87 3.75 3.01
H -3.30 3.31 1.41
H -1.52 4.39 3.67
H -2.08 5.29 2.28
H -0.96 3.94 2.06
C 0.25 -8.84 -4.89
C -0.67 -8.27 -3.83
O -0.03 -7.86 -2.63
C 0.94 -6.84 -2.77
C 0.40 -5.53 -3.32
H 0.82 -9.68 -4.49
H -0.33 -9.18 -5.74
H 0.96 -8.09 -5.26
H -1.38 -9.04 -3.51
H -1.27 -7.45 -4.24
H 1.79 -7.18 -3.38
H 1.32 -6.69 -1.76
H 0.03 -5.64 -4.34
H 1.19 -4.79 -3.33
H -0.44 -5.19 -2.70
C 5.94 7.18 2.43
C 5.78 5.71 2.09
O 4.50 5.38 1.55
C 4.14 6.05 0.35
C 5.09 5.80 -0.80
H 5.17 7.51 3.13
H 6.92 7.34 2.89
H 5.89 7.82 1.54
H 5.86 5.11 2.99
H 6.57 5.39 1.41
H 4.02 7.13 0.52
H 3.15 5.65 0.11
H 6.08 6.21 -0.63
H 4.70 6.25 -1.71
H 5.19 4.72 -0.96
C -3.16 -9.11 -1.30
C -4.05 -8.14 -2.06
O -5.35 -8.64 -2.34
C -6.14 -8.99 -1.22
C -6.40 -7.85 -0.26
H -3.07 -10.06 -1.84
H -2.16 -8.68 -1.19
H -3.54 -9.33 -0.31
H -3.62 -7.93 -3.04
H -4.10 -7.19 -1.52
H -5.69 -9.84 -0.69
H -7.07 -9.35 -1.65
H -5.49 -7.49 0.21
H -7.07 -8.19 0.54
H -6.88 -7.02 -0.77
C 1.16 8.22 2.99
C 0.08 8.53 1.97
O -1.23 8.17 2.38
C -1.70 8.80 3.56
C -1.76 10.31 3.48
H 1.16 7.16 3.25
H 2.14 8.47 2.58
H 1.04 8.80 3.91
H 0.25 7.95 1.06
H 0.12 9.59 1.69
H -1.11 8.49 4.43
H -2.71 8.40 3.70
H -0.78 10.76 3.37
H -2.20 10.71 4.39
H -2.38 10.63 2.63
*
```